Entry from OMol25: C34H40F5O3PtSe as an isolated structure at a distorted geometry (ωB97M-V/def2-TZVPD).

As for the energy above the lowest of the compared OMol25 structures with the same formula, charge and spin: 2.9 kJ/mol. Its frontier orbital gap is 0.2594 Eh. The charge is -1. As for the HOMO energy: -0.176 Ha. For the largest force on an atom, the calculation gives 1.25 eV Å⁻¹. The calculation puts the total energy at -124232.4937 eV. Its spin multiplicity is 1. The LUMO energy is 2.26 eV.

Last column: Mulliken charge in e.
Geometry (Å):
Pt  -0.42966  -0.45470  -0.49073  0.931
C  -2.64787  0.64334  -7.84937  -2.155
C  -3.16374  1.03361  -6.46404  2.119
C  -4.51168  0.33268  -6.24113  -1.612
C  -3.38006  2.55350  -6.44568  -1.700
C  -2.19115  0.64051  -5.35302  -1.130
C  -2.49744  0.91907  -4.02817  -0.737
C  -1.63050  0.55805  -3.01772  0.319
Se  -1.96743  1.09004  -1.19144  -0.144
C  -3.35473  0.02886  -0.36682  0.287
C  -4.68124  0.23801  -0.70614  -0.599
C  -5.68685  -0.42214  -0.02538  -1.196
C  -5.27928  -1.26292  1.01413  -0.283
C  -3.96646  -1.48904  1.40545  -0.184
C  -2.93054  -0.80623  0.70367  1.571
O  -1.65429  -0.93665  1.04414  -1.067
C  -3.76649  -2.46721  2.58041  2.493
C  -2.31457  -2.78372  2.94602  -2.541
C  -4.43749  -3.80819  2.23597  -1.884
C  -4.43429  -1.87527  3.83197  -1.810
C  -7.17057  -0.27305  -0.35366  2.061
C  -7.40293  0.69214  -1.51654  -2.132
C  -7.75268  -1.63941  -0.74323  -1.657
C  -7.92141  0.26352  0.87291  -1.683
C  -0.36383  -0.05365  -3.24727  1.554
O  0.49426  -0.30486  -2.27313  -0.954
C  -0.06243  -0.36950  -4.59654  -0.306
C  -0.97440  0.00069  -5.58311  0.309
C  1.21975  -1.08673  -5.06207  1.989
C  0.83560  -2.30322  -5.92281  -1.714
C  2.12229  -1.61500  -3.94024  -2.223
C  2.05046  -0.11156  -5.91108  -1.624
H  -3.37278  0.94766  -8.60800  0.445
H  -1.69860  1.13310  -8.07668  0.390
H  -2.50610  -0.43615  -7.93482  0.380
H  -5.21818  0.59812  -7.03313  0.443
H  -4.38405  -0.75154  -6.23859  0.362
H  -4.95441  0.61779  -5.28530  0.284
H  -4.07716  2.85190  -7.23417  0.452
H  -3.79049  2.88431  -5.49027  0.295
H  -2.43459  3.07682  -6.60220  0.372
H  -3.42145  1.42522  -3.76572  0.269
H  -4.90515  0.92575  -1.51274  0.416
H  -6.05456  -1.78450  1.56438  0.187
H  -1.76179  -3.19882  2.10494  0.406
H  -1.78266  -1.89917  3.28465  0.421
H  -2.31921  -3.52001  3.75592  0.599
H  -3.98087  -4.24213  1.34424  0.380
H  -4.30360  -4.50927  3.06396  0.476
H  -5.50847  -3.70841  2.05303  0.384
H  -3.97589  -0.91843  4.08970  0.383
H  -5.50364  -1.70991  3.68413  0.340
H  -4.30858  -2.55399  4.68020  0.448
H  -6.91504  0.34300  -2.42916  0.370
H  -8.47358  0.77240  -1.71830  0.430
H  -7.02890  1.69229  -1.28728  0.385
H  -7.22806  -2.04559  -1.61021  0.357
H  -7.65802  -2.35916  0.07145  0.321
H  -8.81418  -1.54729  -0.99128  0.459
H  -7.52408  1.23617  1.17003  0.351
H  -8.98650  0.37680  0.65082  0.460
H  -7.82446  -0.41108  1.72514  0.316
H  -0.70969  -0.22938  -6.60621  0.279
H  0.23587  -3.00478  -5.33992  0.376
H  0.26731  -2.02947  -6.81270  0.312
H  1.74092  -2.81976  -6.25260  0.473
H  1.59371  -2.29637  -3.27502  0.501
H  2.95403  -2.15523  -4.40380  0.488
H  2.52364  -0.81509  -3.32392  0.315
H  1.49788  0.23426  -6.78757  0.301
H  2.32952  0.76286  -5.31974  0.342
H  2.96712  -0.59874  -6.25593  0.435
F  1.18297  -4.47334  4.83603  -0.369
C  1.11581  -3.84853  3.64545  0.639
C  1.09665  -2.46881  3.57152  0.260
F  1.15016  -1.74816  4.70397  -0.380
C  1.02474  -1.82982  2.35062  0.382
F  1.03356  -0.48857  2.34328  -0.475
C  0.95359  -2.52653  1.12958  0.326
O  0.89944  -1.96258  -0.04155  -0.874
C  0.99298  -3.92754  1.25223  0.185
F  0.93102  -4.67876  0.14024  -0.365
C  1.06949  -4.57326  2.46980  0.317
F  1.08723  -5.91608  2.52093  -0.347

Forces on the atoms, in the same order (eV/Å):
0.828 -0.857 0.366
0.008 -0.007 0.003
-0.011 -0.006 0.006
-0.001 0.001 -0.001
0.000 0.002 0.002
0.068 -0.018 -0.003
-0.018 0.007 0.003
0.142 -0.155 0.072
-0.283 0.396 -0.091
0.125 -0.151 0.103
-0.003 0.009 -0.020
0.002 -0.042 0.063
0.013 0.033 -0.059
-0.017 0.045 -0.004
0.122 0.010 -0.008
-0.513 0.259 -0.204
-0.009 -0.010 -0.005
0.008 0.011 -0.024
0.005 -0.007 0.005
-0.015 0.001 0.000
-0.002 -0.009 0.001
0.011 0.002 -0.002
-0.003 0.002 0.000
-0.002 0.001 0.003
0.014 -0.014 0.063
-0.434 0.368 -0.177
0.014 0.029 -0.038
-0.050 0.007 0.020
0.000 0.002 0.007
0.007 0.012 0.003
0.005 -0.024 0.004
-0.012 0.001 -0.001
0.003 -0.002 0.003
-0.007 -0.001 -0.001
0.000 0.009 0.000
0.006 0.000 0.008
-0.003 0.006 -0.004
0.007 -0.006 -0.002
0.004 -0.002 0.006
0.005 0.001 -0.008
-0.008 -0.002 -0.003
0.006 -0.013 -0.011
-0.004 -0.017 0.004
0.011 0.008 -0.011
0.009 0.001 -0.006
0.034 0.042 0.003
0.004 0.016 -0.002
-0.002 0.000 0.007
0.000 0.000 -0.008
0.014 -0.004 0.001
-0.003 -0.006 0.001
0.014 0.004 0.010
-0.003 0.002 -0.008
-0.002 0.004 0.007
0.005 0.000 0.001
-0.004 -0.004 -0.004
-0.007 0.004 0.003
0.004 0.002 -0.007
0.008 -0.001 0.005
-0.006 -0.004 -0.003
0.007 -0.004 0.003
-0.001 0.009 -0.006
0.002 -0.005 -0.002
0.004 0.002 -0.003
-0.003 0.006 0.002
-0.008 0.001 0.003
0.008 0.014 -0.004
0.001 0.003 -0.005
0.007 -0.006 -0.011
0.003 0.003 0.006
0.002 -0.007 -0.003
-0.009 0.002 0.000
0.000 0.002 0.002
0.000 -0.005 -0.008
0.001 -0.004 0.028
-0.006 0.003 0.000
0.043 0.042 -0.094
-0.024 -0.008 -0.001
-0.027 -0.020 0.144
-0.040 0.050 -0.073
-0.055 0.021 -0.082
0.003 -0.004 0.016
0.003 -0.024 0.032
0.002 -0.003 -0.007